Record 1
58
Properties=species:S:1:pos:R:3 method="wB97M-V/def2-TZVPD" molar_mass_g_mol=368.47 e_tot_ha=-1228.86083 multiplicity=1 e_above_lowest_ev=4.180 charge=0
O -1.40 2.37 -2.40
C -0.45 0.40 -3.64
C -1.50 -0.12 -4.65
H 4.50 -1.72 0.25
H -1.83 -1.12 -4.42
H -1.98 0.43 -2.00
H -1.32 -0.87 1.29
H 1.54 -0.05 5.06
C -0.16 2.00 -0.31
N 0.82 -1.09 2.73
H -0.14 -1.97 5.07
H 1.30 -2.70 -0.45
C -0.49 -0.97 4.85
C 1.79 -0.53 1.97
C -3.90 -0.77 1.10
H 0.52 -2.02 2.47
H 0.60 -1.14 -0.14
C -1.79 0.04 1.68
C 0.50 0.16 4.85
H 2.81 -1.87 -2.00
O -0.14 -1.78 -2.68
O 4.50 0.10 -1.69
H -1.83 0.76 0.85
H 1.84 0.66 -2.57
H -4.89 -0.95 1.51
H -4.00 -0.07 0.26
H -1.42 3.65 -0.85
H -0.16 0.91 -0.34
H -3.51 0.64 -3.96
C 3.78 -0.92 0.46
C 2.31 -1.06 -1.45
H 4.58 -0.60 -2.35
C -1.61 1.03 -2.83
H -1.50 -0.79 5.19
C 2.46 -1.48 0.99
O 2.07 0.66 2.01
C 1.55 -1.66 -0.26
H 2.63 -2.43 1.49
H -0.35 1.43 2.43
H 0.19 1.14 5.21
H -3.50 -1.71 0.73
H -1.23 -0.04 -5.70
C 3.41 -0.20 -0.83
H -0.13 2.30 0.74
C 0.32 -0.66 -2.87
C -0.08 -0.33 3.56
H 0.21 1.17 -4.04
O -3.10 -0.23 2.13
C -1.39 2.58 -1.00
H -2.45 1.88 -4.66
H 4.27 -0.24 1.16
C -2.48 0.95 -4.10
H 2.97 0.77 -0.55
H -2.31 2.17 -0.56
H -1.67 1.12 3.53
N 1.49 -0.26 -2.34
H 0.75 2.36 -0.79
C -0.99 0.64 2.83

Record 2
144
Properties=species:S:1:pos:R:3 method="wB97M-V/def2-TZVPD" molar_mass_g_mol=4240.61 e_tot_ha=-115870.85137 multiplicity=1 charge=+1
Br 6.73 -4.13 0.40
H 3.68 -6.03 6.37
H 5.85 -1.97 -0.44
H 1.97 -2.93 -2.02
Br -2.39 -1.17 -5.92
C -1.17 -0.43 1.24
C 5.04 3.28 0.77
H -0.44 -1.79 -2.06
C -3.69 -2.49 3.90
C -4.39 -4.40 2.65
F -0.90 -2.65 1.58
Br -8.71 -9.41 -4.99
Br -0.16 5.62 -8.70
H 5.06 -3.63 0.13
Br 6.71 4.23 0.67
Br 5.33 1.38 0.84
H 1.79 -1.83 3.95
C 1.13 -1.26 1.08
C -3.50 3.92 -4.24
H -0.81 0.70 -6.29
H 3.35 -1.09 2.80
C 0.81 1.59 6.83
C 6.86 -2.34 -0.31
C 3.22 -2.62 0.48
Br -1.88 2.30 5.98
H -3.46 -2.02 4.84
Br -5.61 -0.72 -0.16
C 1.61 6.92 -1.63
O 1.10 -0.17 -1.22
C -3.61 -1.75 2.72
H 2.89 -0.33 8.71
H 2.25 1.40 10.38
C 3.90 -5.94 5.31
H 0.39 1.57 2.02
H -4.12 0.32 2.94
O 0.98 1.16 2.66
C 1.98 3.27 -12.65
H -0.86 -2.78 -0.70
Br -4.86 4.07 -5.59
C -3.54 3.28 5.82
C 1.68 0.57 7.17
Br -4.46 -0.24 -3.08
Br 2.47 -6.80 4.35
Br -2.25 5.36 -4.27
H -0.65 2.43 -0.03
C 0.49 -1.02 -0.32
Br -6.05 -8.38 -6.41
H 3.60 -4.69 0.08
Br 1.08 5.29 -2.51
H 2.17 3.05 -11.60
H -1.68 0.17 -1.84
H -2.94 3.02 -4.46
Br 8.37 3.70 -2.42
H 7.77 1.80 -0.97
H -1.17 -1.99 3.72
H -3.00 0.62 0.92
Br -8.41 -6.33 -5.77
C -0.22 -1.48 1.89
C -0.34 -1.35 3.42
C -2.35 0.33 1.75
H -2.72 -0.19 3.81
C 0.44 2.57 7.78
N -0.75 -0.22 0.04
Br 5.59 -6.81 5.02
H -5.73 1.28 -1.62
P 2.00 0.26 1.78
H 2.87 -0.16 5.52
Br 0.73 -0.95 -5.27
O 2.52 1.15 0.74
Br 7.73 -1.15 0.93
H -8.39 -8.35 -7.20
C 8.03 1.85 -2.02
Br 0.54 4.54 -12.71
Br -7.60 -0.03 -2.56
H -1.97 1.27 2.15
Br -0.78 8.38 -6.01
C 1.00 -3.24 -1.59
C 1.01 2.46 9.04
C -0.94 0.00 -5.47
Br 2.68 6.45 -9.88
C -4.05 -6.32 -2.03
C -7.96 -8.15 -6.23
H -3.10 -6.82 -1.93
C -5.84 0.22 -1.82
Br -1.33 1.04 -3.89
C -4.30 -3.67 1.48
H 0.39 1.66 5.84
Br 4.00 -4.06 4.91
C -0.03 -2.23 -1.14
C -3.91 -2.34 1.50
H 4.29 -4.05 1.63
C -1.08 1.98 -0.91
C 2.05 -2.48 1.14
Br 9.60 0.76 -2.26
Br -3.30 10.17 -5.26
Br 3.60 4.00 -13.37
Br 1.50 1.61 -13.49
O 0.83 -0.53 5.28
H 0.73 3.22 9.76
C 0.81 -1.63 4.39
Br -5.06 -6.72 -0.43
Br 7.71 -2.31 -2.03
Br 1.61 -4.01 2.18
C 1.87 1.44 9.36
O 0.77 -4.41 -1.48
H -0.19 -3.58 4.66
C -4.08 -3.82 3.87
H -0.26 3.34 7.52
C 0.46 -2.91 5.22
H -4.57 -4.12 0.53
H 0.42 6.72 -10.84
C -2.42 9.16 -6.64
H -2.16 9.85 -7.43
C 1.98 -0.45 6.09
Br -3.58 7.83 -7.41
H -1.38 2.60 -1.74
H 0.05 -2.62 6.18
C -1.22 0.67 -0.98
Br 6.52 1.18 -3.01
C 4.09 -3.85 0.58
C 2.23 0.48 8.44
Br -4.26 3.69 -2.48
H 2.22 -1.39 6.60
Br 0.20 8.22 -1.68
Br 3.25 7.60 -2.34
H 1.37 -3.47 5.40
Br -3.72 -4.44 -2.18
H -0.68 -0.34 3.63
H -3.44 3.95 4.99
H -4.16 -4.37 4.80
H 4.56 3.56 1.70
H -3.85 -1.74 0.58
Br 0.48 8.68 -9.34
C 0.80 6.85 -9.83
H 1.63 -0.65 -1.87
Br -3.86 4.35 7.38
Br 3.86 3.78 -0.66
O 3.16 -0.14 2.77
C -3.23 -0.29 2.86
Br -5.03 2.11 5.44
H 1.79 6.67 -0.59
Br -4.89 -7.03 -3.61
H -4.71 -5.43 2.62
Br 3.93 -1.31 -0.69